[1]
{
  "formula": "C20H22Cl4MoN5O3PS3",
  "method": "ωB97M-V with the def2-TZVPD basis set",
  "s_squared": 2.038,
  "total_charge": 0,
  "e_homo_ev": [-8.02, -8.53],
  "multiplicity": 3,
  "max_force_ev_per_a": 2.6,
  "energy_ha": -4719.7163,
  "orbital_gap_ev": [5.902, 7.195],
  "elements": ["Mo", "S", "C", "S", "C", "C", "N", "C", "N", "Cl", "C", "C", "Cl", "C", "Cl", "C", "O", "C", "O", "C", "Cl", "C", "C", "S", "O", "C", "C", "H", "H", "H", "H", "H", "H", "H", "H", "H", "H", "C", "N", "C", "N", "C", "N", "C", "P", "C", "C", "H", "H", "H", "H", "H", "H", "H", "H", "H", "H", "H", "H"],
  "coordinates": [[-0.265449, 0.069565, 1.093490], [-2.138203, 0.846756, 2.451260], [-1.700961, 2.455367, 1.968927], [-0.263431, 2.490060, 0.984196], [-2.386883, 3.589453, 2.319917], [-2.049739, 4.832551, 1.753135], [-1.771072, 5.821286, 1.240389], [-3.472093, 3.524825, 3.212298], [-4.347447, 3.488457, 3.952881], [4.304805, -3.834196, 4.117919], [3.075524, -3.247694, 3.072822], [2.733626, -3.969554, 1.924705], [3.601766, -5.398683, 1.542591], [1.695916, -3.543860, 1.101238], [1.229255, -4.448518, -0.282286], [1.012988, -2.359081, 1.399268], [-0.036701, -1.907888, 0.785892], [1.437947, -1.567269, 2.513485], [0.770315, -0.459923, 2.648107], [2.430976, -2.050688, 3.372097], [2.852945, -1.140913, 4.769738], [5.202418, -0.798566, 1.179808], [4.135270, -0.536012, 0.137652], [2.770846, 0.470551, 0.851619], [1.615671, 0.024233, -0.012776], [3.169477, 2.130569, 0.161822], [2.985507, 2.177003, -1.336849], [5.966344, -1.457802, 0.773624], [4.769214, -1.277428, 2.053690], [5.676895, 0.127473, 1.494134], [3.637126, -1.457438, -0.164096], [4.530781, -0.036967, -0.742693], [4.179119, 2.371246, 0.487474], [2.462196, 2.803643, 0.648344], [3.714855, 1.556140, -1.848568], [3.091562, 3.196785, -1.693952], [1.986591, 1.828331, -1.596461], [-4.613849, -0.498867, -1.752781], [-4.076751, 0.838394, -1.945716], [-3.447654, 0.929788, -3.251873], [-2.426351, -0.086330, -3.456217], [-3.020480, -1.399613, -3.253266], [-3.618732, -1.544527, -1.937815], [-2.633789, -1.539200, -0.882832], [-1.696729, 0.059774, -0.791903], [-3.174104, 1.207329, -0.885747], [-1.270810, 0.128938, -2.617428], [-5.419292, -0.648590, -2.477406], [-5.028851, -0.564717, -0.746034], [-2.987564, 1.914793, -3.358391], [-4.222044, 0.804573, -4.013653], [-2.260298, -2.171333, -3.393253], [-3.812199, -1.538258, -3.999303], [-1.899962, -2.341015, -1.031680], [-3.121148, -1.711758, 0.084894], [-2.822519, 2.236434, -1.043089], [-3.701821, 1.162495, 0.078087], [-0.527805, -0.655399, -2.812967], [-0.825203, 1.105274, -2.846469]],
  "atomic_forces_ev_per_a": [[1.2, 0.5, 0.6], [0.0, -0.2, 0.0], [-0.2, 0.1, 0.0], [0.1, 0.1, -0.3], [0.5, -1.0, -0.3], [0.2, 0.4, -0.2], [0.1, 0.3, -0.1], [-0.4, 0.0, 0.3], [-0.3, -0.1, 0.2], [0.1, 0.0, 0.1], [-0.1, 0.1, -0.1], [-0.1, 0.1, 0.1], [0.0, -0.2, -0.1], [-0.1, 0.2, 0.0], [-0.1, 0.0, -0.1], [1.3, -0.4, 1.2], [-1.3, 0.3, -0.8], [0.4, -1.7, -0.5], [-0.3, 0.6, 1.4], [-0.1, 0.2, -0.1], [-0.1, 0.1, -0.1], [0.0, 0.1, 0.0], [-0.2, 0.2, 0.3], [2.2, 0.7, -0.3], [-1.9, -0.1, -0.4], [-0.2, -0.4, 0.2], [-0.1, -0.1, -0.1], [0.1, 0.0, 0.0], [0.0, -0.1, 0.1], [0.1, 0.1, 0.1], [-0.1, 0.0, 0.0], [-0.1, 0.0, -0.1], [0.1, 0.0, 0.1], [0.1, 0.0, 0.2], [0.0, 0.0, -0.2], [0.0, 0.1, 0.0], [0.0, 0.0, -0.1], [-0.2, 0.0, -0.1], [-0.3, 0.2, -0.1], [0.0, 0.1, 0.0], [0.0, 0.0, -0.4], [-0.1, -0.1, -0.1], [-0.4, -0.3, -0.1], [0.4, -0.2, 0.4], [-2.0, -0.1, -1.8], [0.3, 0.3, 0.6], [0.7, 0.0, 0.4], [0.1, 0.0, 0.0], [0.0, -0.1, 0.0], [-0.1, 0.0, -0.1], [0.1, 0.0, 0.0], [0.0, 0.0, 0.0], [0.2, 0.0, 0.1], [-0.1, 0.1, 0.1], [0.1, 0.0, -0.1], [0.0, -0.2, 0.1], [0.2, 0.1, -0.2], [0.0, 0.2, 0.0], [0.0, -0.2, 0.0]]
}


[2]
{
  "formula": "C4H12NO",
  "method": "ωB97M-V with the def2-TZVPD basis set",
  "total_charge": -1,
  "e_homo_ev": -2.53,
  "max_force_ev_per_a": 2.3,
  "relative_energy_kj_mol": 112.7,
  "energy_ha": -289.5461,
  "orbital_gap_ev": 6.609,
  "elements": ["C", "N", "C", "O", "H", "H", "H", "H", "H", "H", "C", "C", "H", "H", "H", "H", "H", "H"],
  "coordinates": [[1.311257, -1.486351, -1.005864], [0.001583, -0.761121, -1.280052], [0.442405, 0.775868, -1.587437], [1.673667, 0.872945, -1.976973], [1.998697, -1.316673, -1.876978], [1.120847, -2.537067, -0.851710], [1.726882, -1.002574, -0.086997], [-0.293051, -1.015641, -2.191604], [0.123667, 1.403626, -0.672126], [-0.380727, 1.120261, -2.292511], [-1.308695, -0.152148, 1.512376], [-0.657896, 1.149595, 1.972994], [-0.619199, -0.941340, 1.461285], [-1.685014, -0.042705, 0.506453], [-2.145753, -0.568599, 2.177003], [0.290414, 1.293996, 1.366453], [-1.255054, 2.062174, 1.796836], [-0.344022, 1.145754, 3.028850]],
  "atomic_forces_ev_per_a": [[-0.8, 1.6, -0.6], [1.6, 1.1, 0.9], [-1.1, -0.1, 0.6], [0.2, 0.6, -0.3], [-0.3, -0.2, 1.1], [-0.1, -0.5, 0.2], [-0.1, -0.6, -0.7], [-0.2, -0.7, -1.0], [0.6, -0.8, -0.2], [0.2, -0.4, -0.3], [-2.0, 0.4, 1.1], [1.3, 0.3, -0.4], [1.2, -1.0, -0.1], [-0.1, 0.0, -0.2], [0.9, 1.0, -0.7], [-1.1, -0.1, 0.7], [0.0, -0.5, 0.1], [-0.2, -0.1, -0.2]]
}


[3]
{
  "formula": "C8H27NO7",
  "method": "ωB97M-V with the def2-TZVPD basis set",
  "total_charge": 0,
  "e_homo_ev": -9.35,
  "max_force_ev_per_a": 2.0,
  "smiles": "COCCNCCOC.OCCO.O.O.O",
  "relative_energy_kj_mol": 0.0,
  "energy_ha": -902.3823,
  "orbital_gap_ev": 10.063,
  "elements": ["C", "O", "C", "C", "N", "C", "C", "O", "C", "H", "H", "H", "H", "H", "H", "H", "H", "H", "H", "H", "H", "H", "H", "H", "C", "C", "O", "O", "H", "H", "H", "H", "H", "H", "O", "H", "H", "O", "H", "H", "O", "H", "H"],
  "coordinates": [[10.530158, 12.231093, 6.718263], [9.871363, 11.256328, 5.907933], [10.508060, 9.986536, 6.050206], [9.581727, 8.954338, 5.388778], [8.261777, 9.135531, 5.899188], [7.254469, 8.152533, 5.510029], [5.947703, 8.524193, 6.119324], [5.919950, 8.543124, 7.580138], [4.986989, 9.481249, 8.092001], [10.328629, 12.141185, 7.799368], [10.150936, 13.195248, 6.377763], [11.592215, 12.253052, 6.574499], [10.499215, 9.755092, 7.135254], [11.529842, 9.992746, 5.695820], [9.957449, 7.975055, 5.707045], [9.673156, 9.076708, 4.308215], [7.896583, 10.096627, 5.850115], [7.630098, 7.174944, 5.766747], [7.110768, 8.127525, 4.405907], [5.198971, 7.816790, 5.761136], [5.619997, 9.465446, 5.716641], [4.975037, 9.442746, 9.181664], [3.999988, 9.264567, 7.725627], [5.256043, 10.522782, 7.771998], [7.985347, 5.914410, 10.811653], [6.549006, 6.282726, 10.389770], [6.530546, 5.972891, 8.942387], [8.881775, 6.874098, 10.317665], [8.202016, 4.923349, 10.431549], [8.104679, 5.918046, 11.890996], [6.341875, 7.370525, 10.598834], [5.754654, 5.795694, 10.972516], [6.443902, 6.828934, 8.446899], [8.822452, 6.810111, 9.342129], [8.146309, 12.501292, 9.340316], [8.318790, 11.566824, 9.477359], [8.587366, 12.941861, 10.055317], [8.511964, 9.597597, 8.781528], [8.491340, 9.398940, 7.836110], [7.876073, 9.029044, 9.238228], [11.063078, 9.017515, 9.984447], [10.261294, 9.409524, 9.598267], [10.804732, 8.267976, 10.522441]],
  "atomic_forces_ev_per_a": [[-1.0, 0.6, -0.1], [1.0, 0.0, 0.3], [-1.7, -0.1, 1.2], [1.3, 0.7, 0.1], [-1.1, 0.2, 0.8], [1.1, 1.0, -0.4], [-1.1, -0.9, 0.9], [0.5, -0.1, -1.0], [0.6, 0.9, -0.4], [-0.2, -0.3, -0.4], [-0.1, 0.0, 0.2], [0.8, -0.3, -0.3], [0.4, 0.0, -0.4], [0.3, -0.1, -0.4], [-0.1, -0.1, -0.3], [-0.2, -0.3, -0.3], [0.6, -0.6, -0.3], [-0.1, -0.5, 0.4], [-0.1, 0.0, 0.4], [-0.2, -0.2, 0.2], [0.0, 0.9, 0.1], [0.2, -0.1, -0.1], [-0.6, -0.1, -0.2], [-0.1, -0.8, 0.3], [-1.3, 0.4, 0.6], [0.6, 0.6, -0.8], [-0.5, 1.4, 0.9], [0.3, 0.1, -1.1], [0.1, -0.3, -0.1], [-0.1, 0.0, 0.2], [0.5, -0.8, -0.5], [0.3, -0.6, -0.6], [-0.2, -0.9, 0.6], [0.2, 0.1, 0.6], [-0.4, 0.0, -0.4], [0.0, -0.5, -0.2], [0.3, 0.4, 0.5], [0.1, 0.4, 1.1], [-0.5, -0.3, -0.6], [0.2, 0.0, -0.4], [0.5, 0.5, -0.2], [0.0, -0.5, 0.3], [-0.4, -0.1, -0.1]]
}